This record from OMol25 describes a structure of composition C5H9NO. The level of theory is wB97M-V/def2-TZVPD.

Geometry (Å):
C1 -0.159 -0.879 -1.589
C2 -0.648 0.045 -0.511
N1 -1.731 -0.396 0.343
C3 -1.031 0.052 1.452
O1 -1.244 -0.030 2.637
C4 0.154 0.654 0.644
C5 1.571 0.174 0.906
H1 0.378 -1.682 -1.074
H2 0.514 -0.396 -2.302
H3 -1.010 -1.329 -2.107
H4 -1.026 1.110 -1.278
H5 -1.694 0.746 -0.743
H6 0.119 1.749 0.648
H7 1.638 -0.917 0.970
H8 1.901 0.577 1.868
H9 2.269 0.523 0.136

Values from the calculation:
HOMO-LUMO gap (eV): 9.2
F_max (eV/A): 0.4
Lowest unoccupied orbital energy (eV): 0.205

=====

This record from OMol25 describes an isolated molecule of C5H9NO in a non-equilibrium geometry. The level of theory is wB97M-V/def2-TZVPD.

Geometry (Å):
C1 1.380 0.736 0.045
C2 0.122 -0.129 0.178
C3 0.514 -1.384 1.024
C4 -1.166 1.027 0.075
N1 -1.321 0.515 -1.258
C5 -0.594 -0.623 -1.072
O1 -0.680 -1.715 -1.581
H1 2.276 0.187 -0.269
H2 1.594 1.141 1.042
H3 1.221 1.577 -0.633
H4 0.955 -1.207 2.010
H5 1.316 -1.872 0.439
H6 -0.250 -2.162 1.108
H7 -2.002 0.830 0.750
H8 -1.034 2.126 0.054
H9 -1.823 0.857 -2.058

Values from the calculation:
HOMO-LUMO gap (eV): 10.4
SMILES: CC1(C)CNC1=O
F_max (eV/A): 1.1
Lowest unoccupied orbital energy (eV): 0.881

=====

This record from OMol25 describes a cluster of 2 separate species, C5H9NO in total in a non-equilibrium geometry. The level of theory is wB97M-V/def2-TZVPD.

Geometry (Å):
C1 1.968 0.162 -0.160
C2 0.668 -0.025 0.620
C3 -0.504 -0.700 -0.083
O1 -0.238 -2.003 -0.368
C4 -1.850 -0.456 -0.183
C5 -2.106 1.625 0.729
N1 -1.269 2.155 0.048
H1 1.868 0.956 -0.906
H2 2.783 0.440 0.518
H3 2.269 -0.754 -0.680
H4 0.376 0.904 1.108
H5 0.866 -0.728 1.451
H6 -0.640 1.782 -0.657
H7 0.627 -2.258 -0.026
H8 -2.459 -1.315 0.058
H9 -2.359 0.246 -0.812

Values from the calculation:
HOMO-LUMO gap (eV): 8.7
F_max (eV/A): 1.4
Lowest unoccupied orbital energy (eV): 0.553

=====

This record from OMol25 describes an isolated molecule of C5H9NO. The level of theory is wB97M-V/def2-TZVPD.

Geometry (Å):
C1 1.679 0.422 0.645
C2 0.809 -0.074 -0.492
N1 -0.391 -0.939 -0.213
C3 -0.963 -0.686 1.102
C4 -0.139 0.899 -1.191
O1 -0.130 2.080 -1.399
C5 -1.195 -0.206 -1.229
H1 2.162 -0.416 1.159
H2 2.459 1.074 0.240
H3 1.108 0.998 1.377
H4 1.430 -0.581 -1.243
H5 -0.304 -1.080 1.878
H6 -1.919 -1.213 1.166
H7 -1.144 0.389 1.296
H8 -1.256 -0.731 -2.188
H9 -2.206 0.066 -0.908

Values from the calculation:
HOMO-LUMO gap (eV): 10.2
SMILES: C[C@@H]1C(=O)CN1C
F_max (eV/A): 0.6
Lowest unoccupied orbital energy (eV): 0.921

=====

This record from OMol25 describes an isolated molecule of C5H9NO in a non-equilibrium geometry. The level of theory is wB97M-V/def2-TZVPD.

Geometry (Å):
C1 0.296 1.201 0.745
C2 -1.344 0.253 -1.126
C3 1.237 -0.408 -1.041
C4 -0.379 -1.204 0.793
C5 0.166 -0.041 -0.077
N1 -0.343 1.541 1.773
O1 -2.406 -0.216 -1.093
H1 1.122 1.709 0.280
H2 -1.130 1.030 -1.986
H3 0.949 -1.201 -1.825
H4 2.029 -0.772 -0.471
H5 1.672 0.432 -1.405
H6 -0.827 -2.086 0.119
H7 0.338 -1.613 1.605
H8 -1.194 -0.965 1.367
H9 -0.186 2.340 2.341

Values from the calculation:
HOMO-LUMO gap (eV): 9.7
SMILES: [H]/N=C/C(C)(C)C=O
F_max (eV/A): 6.2
Lowest unoccupied orbital energy (eV): 0.797

=====

This record from OMol25 describes a structure of composition C5H9NO in a non-equilibrium geometry. The level of theory is wB97M-V/def2-TZVPD.

Geometry (Å):
C1 0.111 0.906 0.246
C2 -0.953 -0.221 0.358
C3 -1.227 -0.381 -1.091
C4 0.263 -0.582 -1.526
C5 0.896 -0.439 -0.071
H1 -0.320 1.884 1.843
H2 0.081 1.855 -0.495
H3 -1.734 -0.269 1.136
H4 -1.476 0.701 -1.494
H5 -1.893 -1.215 -1.739
H6 0.765 0.100 -2.325
H7 0.675 -1.621 -2.033
H8 1.918 -0.437 -0.137
H9 0.439 -1.097 1.830
N1 0.244 -1.146 0.767
O1 0.663 1.552 1.319

Values from the calculation:
HOMO-LUMO gap (eV): 9.0
F_max (eV/A): 10.1
Lowest unoccupied orbital energy (eV): 0.611

=====

This record from OMol25 describes a cluster of 2 separate species, C5H9NO in total in a non-equilibrium geometry. The level of theory is wB97M-V/def2-TZVPD.

Geometry (Å):
C1 2.479 0.844 0.072
O1 1.193 1.082 0.598
C2 -0.192 -1.355 0.139
C3 -1.359 -0.734 -0.048
C4 -1.556 0.553 -0.816
C5 -2.535 -1.374 0.491
N1 -3.474 -1.918 0.897
H1 2.982 1.784 -0.178
H2 2.344 0.270 -0.852
H3 3.123 0.256 0.738
H4 -0.121 -2.267 0.724
H5 0.722 -0.954 -0.276
H6 1.215 1.179 1.551
H7 -2.454 1.077 -0.478
H8 -0.692 1.208 -0.676
H9 -1.676 0.349 -1.886

Values from the calculation:
HOMO-LUMO gap (eV): 10.3
SMILES: C=C(C)C#N.CO
F_max (eV/A): 1.1
Lowest unoccupied orbital energy (eV): 0.571

=====

This record from OMol25 describes a structure of composition C5H9NO in a non-equilibrium geometry. The level of theory is wB97M-V/def2-TZVPD.

Geometry (Å):
C1 -0.830 1.715 -0.928
O1 0.330 1.184 -0.298
C2 0.210 -0.148 0.157
C3 1.605 -0.872 0.201
C4 -0.663 -0.280 1.408
C5 -0.078 -1.127 -0.916
N1 -0.147 -1.915 -1.769
H1 -1.133 1.095 -1.783
H2 -1.677 1.806 -0.234
H3 -0.568 2.713 -1.290
H4 2.390 -0.146 0.005
H5 1.401 -1.682 -0.887
H6 1.773 -1.401 1.156
H7 -0.653 -1.314 1.767
H8 -1.704 0.005 1.217
H9 -0.256 0.368 2.192

Values from the calculation:
HOMO-LUMO gap (eV): 10.4
F_max (eV/A): 5.5
Lowest unoccupied orbital energy (eV): 0.816

=====

This record from OMol25 describes an isolated molecule of C5H9NO in a non-equilibrium geometry. The level of theory is wB97M-V/def2-TZVPD.

Geometry (Å):
C1 -1.970 -0.187 0.360
C2 -0.831 -0.137 -0.666
C3 0.163 1.028 -0.536
C4 1.341 0.502 0.454
O1 2.272 -0.801 0.259
C5 0.051 -1.286 -0.494
N1 0.725 -2.222 -0.469
H1 -2.730 0.568 0.137
H2 -1.598 -0.022 1.377
H3 -2.447 -1.173 0.338
H4 -1.252 -0.248 -1.674
H5 0.528 1.333 -1.523
H6 -0.336 1.952 -0.139
H7 0.833 0.422 1.425
H8 2.111 1.236 0.435
H9 3.138 -0.966 0.717

Values from the calculation:
HOMO-LUMO gap (eV): 10.2
SMILES: C[C@H](C#N)CCO
F_max (eV/A): 2.7
Lowest unoccupied orbital energy (eV): 0.817

=====

This record from OMol25 describes an isolated molecule of C5H9NO. The level of theory is wB97M-V/def2-TZVPD.

Geometry (Å):
C1 2.046 0.188 -0.077
C2 0.687 0.018 0.598
C3 -0.362 -0.314 -0.461
O1 -0.210 -1.629 -0.958
C4 -1.827 -0.076 -0.036
C5 -1.988 1.330 0.337
N1 -2.001 2.457 0.591
H1 1.984 1.019 -0.789
H2 2.844 0.410 0.637
H3 2.312 -0.712 -0.644
H4 0.413 0.937 1.128
H5 0.710 -0.781 1.357
H6 -0.184 0.349 -1.315
H7 0.186 -2.173 -0.263
H8 -2.136 -0.728 0.788
H9 -2.474 -0.295 -0.891

Values from the calculation:
HOMO-LUMO gap (eV): 11.6
SMILES: CC[C@@H](O)CC#N
F_max (eV/A): 0.9
Lowest unoccupied orbital energy (eV): 0.771

=====

This record from OMol25 describes a cluster of 2 separate species, C5H9NO in total in a non-equilibrium geometry. The level of theory is wB97M-V/def2-TZVPD.

Geometry (Å):
C1 -1.937 -0.450 -1.004
C2 -1.349 -1.063 0.230
O1 -1.410 -2.372 0.090
C3 1.068 1.066 0.920
C4 1.954 0.024 0.230
C5 0.599 2.096 -0.012
N1 0.214 2.892 -0.759
H1 -1.438 0.496 -1.240
H2 -2.970 -0.187 -0.732
H3 -1.968 -1.115 -1.877
H4 0.179 0.564 1.324
H5 -1.059 -2.771 0.901
H6 1.601 1.558 1.741
H7 2.833 0.479 -0.239
H8 1.390 -0.510 -0.543
H9 2.294 -0.708 0.969

Values from the calculation:
HOMO-LUMO gap (eV): 9.5
F_max (eV/A): 1.1
Lowest unoccupied orbital energy (eV): 0.649

=====

This record from OMol25 describes a structure of composition C5H9NO. The level of theory is wB97M-V/def2-TZVPD.

Geometry (Å):
C1 1.512 -0.557 0.103
C2 0.140 0.109 -0.027
C3 0.187 1.598 0.278
C4 -0.574 -0.341 -1.320
O1 -1.323 -1.335 -0.578
C5 -0.976 -0.712 0.600
N1 -1.559 -0.766 1.710
H1 1.440 -1.638 -0.062
H2 2.202 -0.141 -0.641
H3 1.939 -0.385 1.096
H4 0.678 1.783 1.240
H5 0.763 2.124 -0.494
H6 -0.817 2.033 0.320
H7 0.026 -0.787 -2.117
H8 -1.271 0.404 -1.717
H9 -2.366 -1.389 1.609

Values from the calculation:
HOMO-LUMO gap (eV): 10.9
F_max (eV/A): 0.5
Lowest unoccupied orbital energy (eV): 0.875